[1]
14
Properties=species:S:1:pos:R:3:forces:R:3 method="wB97M-V/def2-TZVPD" homo_ev=-9.869 lumo_energy_ha=-0.065 orbital_gap_ev=8.1 multiplicity=1
C 0.716 0.489 1.425 -0.027 -0.208 0.051
C -0.126 -0.493 0.723 0.111 0.086 -0.196
C -0.836 -0.241 -0.488 -0.103 0.019 0.238
C -1.120 1.150 -0.954 0.200 0.389 0.198
O -0.694 2.161 -0.440 -0.206 -0.568 -0.334
C 1.493 -1.754 -0.645 0.078 0.031 -0.856
N 1.339 -1.621 -1.801 0.355 -0.265 0.863
H 1.532 0.814 0.770 -0.181 -0.019 0.036
H 1.128 0.076 2.344 -0.025 0.063 -0.118
H 0.120 1.394 1.603 0.036 -0.106 -0.008
H -0.259 -1.471 1.171 -0.014 0.096 0.004
H 0.083 -0.719 -1.120 -0.274 0.299 -0.063
H -1.597 -0.981 -0.748 0.000 0.167 0.121
H -1.780 1.197 -1.840 0.051 0.016 0.063



[2]
14
Properties=species:S:1:pos:R:3:forces:R:3 method="wB97M-V/def2-TZVPD" homo_ev=-9.810 lumo_energy_ha=0.030 orbital_gap_ev=10.6 multiplicity=1
O 2.179 -1.717 2.030 -0.098 0.562 -0.493
C 2.074 -0.823 1.273 0.084 -0.088 0.084
C -1.852 0.182 0.369 0.020 0.051 0.062
C -1.044 -0.413 -0.747 0.156 0.013 -0.044
C 0.230 -0.165 -1.055 -0.150 -0.064 0.024
C 1.143 0.794 -0.337 -0.181 0.144 -0.072
N 2.100 0.119 0.521 0.080 -0.483 0.411
H -2.713 0.734 -0.026 0.117 -0.084 0.041
H -2.251 -0.613 1.010 0.052 0.103 -0.103
H -1.573 -1.142 -1.362 0.096 0.096 0.072
H 0.685 -0.707 -1.882 -0.083 0.060 0.111
H 0.579 1.514 0.266 0.073 -0.114 -0.090
H 1.720 1.374 -1.062 -0.085 -0.096 0.103
H -1.275 0.861 1.003 -0.083 -0.100 -0.108



[3]
14
Properties=species:S:1:pos:R:3:forces:R:3 method="wB97M-V/def2-TZVPD" homo_ev=-9.587 lumo_energy_ha=0.029 orbital_gap_ev=10.4 multiplicity=1
O 1.930 -0.366 -1.041 -0.362 -0.630 -0.145
C 1.112 -0.196 0.099 -0.636 -0.418 0.382
C 0.393 1.093 0.102 -0.045 0.001 0.492
C -1.063 0.902 0.030 -0.428 0.276 -0.651
C -1.366 -0.482 -0.484 0.055 -0.102 -0.126
C -0.314 -0.854 0.581 1.015 -0.307 -0.515
N -0.555 0.444 1.321 0.784 0.905 -0.340
H 2.784 -0.740 -0.784 -0.373 -0.014 -0.018
H 1.701 -0.369 1.004 0.141 0.391 -0.095
H 0.865 2.044 -0.203 -0.269 -0.225 1.290
H -1.686 1.789 0.029 -0.061 -0.066 -0.304
H -1.098 -0.712 -1.518 -0.137 0.017 0.040
H -2.406 -0.756 -0.279 0.334 -0.230 0.214
H -0.296 -1.798 1.142 -0.018 0.401 -0.225